[1]
The following is a DFT calculation (the ωB97M-V functional and the def2-TZVPD basis) of one molecule with the formula C5H9N3 at a distorted geometry.

```
17
Properties=species:S:1:pos:R:3:lowdin_charge:R:1
C -3.189 0.032 -0.154 -0.02
C -2.111 -0.640 -0.074 -0.25
N -0.853 -0.194 0.324 -0.10
C -0.385 1.113 0.254 -0.10
C 0.850 1.069 -0.279 -0.13
N 1.377 -0.195 -0.517 -0.22
C 2.645 -0.318 0.213 -0.09
N 0.242 -1.022 -0.429 0.05
H -4.064 -0.422 -0.598 0.05
H -3.248 1.170 -0.058 0.08
H -1.891 -1.614 -0.442 0.10
H -0.663 1.861 0.958 0.11
H 1.548 1.923 -0.236 0.12
H 2.712 -0.329 1.321 0.09
H 3.333 -1.113 -0.321 0.11
H 3.216 0.573 -0.063 0.07
H 0.480 -1.894 0.101 0.13
```

## Properties
Multiplicity = 1
Electronic energy = -9796.1108 eV
Total charge = 0

---

[2]
The following is a DFT calculation (the ωB97M-V functional and the def2-TZVPD basis) of a 2-piece molecular cluster, C6H16O overall at a distorted geometry.

```
23
Properties=species:S:1:pos:R:3:lowdin_charge:R:1
C 3.092 -0.971 -0.920 -0.10
C 1.858 -0.387 -0.148 -0.50
C 1.965 -0.634 1.326 -0.12
C 1.623 1.100 -0.452 -0.07
H 3.103 -2.078 -0.800 0.08
H 4.070 -0.658 -0.507 0.08
H 2.895 -0.819 -1.960 0.06
H 1.127 -1.141 -0.515 0.13
H 2.375 0.168 1.954 0.08
H 0.972 -0.735 1.797 0.07
H 2.340 -1.654 1.544 0.08
H 2.418 1.634 0.057 0.08
H 1.393 1.330 -1.500 0.08
H 0.635 1.287 -0.009 0.05
C -2.792 -0.698 -0.659 -0.06
C -2.317 0.241 0.465 -0.23
O -3.255 1.387 0.450 -0.14
H -3.332 -0.104 -1.390 0.07
H -3.162 -1.641 -0.337 0.06
H -1.965 -1.043 -1.304 0.07
H -2.529 -0.013 1.482 0.10
H -1.370 0.755 0.443 0.07
H -3.537 1.678 -0.417 0.05
```

## Properties
Multiplicity = 1
Electronic energy = -8527.3705 eV
Total charge = 0

---

Gap between HOMO and LUMO for the records above, in order: 7.87; 11.07 eV